# 1
The following is a DFT calculation (the ωB97M-V functional and the def2-TZVPD basis) of a 2-piece molecular cluster, C6H12O overall at a distorted geometry.

```
19
Properties=species:S:1:pos:R:3:mulliken_charge:R:1
C 0.01 -0.64 1.53 -0.439
C 1.07 -1.47 1.63 -0.867
C 0.76 0.47 -0.50 -0.028
C -0.02 0.50 0.63 1.100
C -0.94 1.67 0.87 -1.442
C 0.72 1.62 -1.48 -1.463
H -0.77 -0.76 2.28 0.296
H 1.92 -1.33 0.99 0.279
H 1.13 -2.26 2.37 0.279
H 0.95 -0.48 -0.98 0.234
H -1.76 1.51 1.56 0.393
H -1.41 1.86 -0.10 0.299
H -0.35 2.49 1.27 0.322
H 0.67 2.58 -0.96 0.332
H -0.21 1.66 -2.05 0.321
H 1.55 1.57 -2.17 0.380
H -1.06 -3.34 -0.96 0.306
H -1.38 -3.01 -2.32 0.290
O -0.88 -2.66 -1.60 -0.591
```

**HOMO level**: -0.294 Ha
**Structure (SMILES)**: C=C/C(C)=C/C.O
**LUMO energy**: 0.822 eV
**Strongest force on any atom**: 2.54 eV/A

---

# 2
The following is a DFT calculation (the ωB97M-V functional and the def2-TZVPD basis) of one molecule with the formula C6H12O.

```
19
Properties=species:S:1:pos:R:3:mulliken_charge:R:1
C 1.05 -0.47 2.28 -1.229
C 1.00 0.37 1.01 -0.645
C -0.06 -0.13 0.03 0.516
C -0.51 0.97 -0.94 -0.675
C -1.71 0.53 -1.78 -1.191
C 0.45 -1.33 -0.76 -0.175
O -0.21 -2.31 -1.02 -0.469
H 1.80 -0.10 2.98 0.379
H 0.07 -0.45 2.79 0.330
H 1.28 -1.52 2.06 0.304
H 0.79 1.42 1.25 0.362
H 1.98 0.37 0.50 0.333
H -0.93 -0.48 0.58 0.230
H 0.33 1.28 -1.58 0.302
H -0.79 1.84 -0.34 0.341
H -2.13 1.35 -2.36 0.375
H -2.51 0.16 -1.14 0.317
H -1.43 -0.28 -2.47 0.302
H 1.50 -1.21 -1.12 0.294
```

**HOMO level**: -0.357 Ha
**Structure (SMILES)**: CCC(C=O)CC
**LUMO energy**: 1.086 eV
**Strongest force on any atom**: 0.62 eV/A

---

# 3
The following is a DFT calculation (the ωB97M-V functional and the def2-TZVPD basis) of one molecule with the formula C6H12O.

```
19
Properties=species:S:1:pos:R:3:mulliken_charge:R:1
C 2.88 0.09 0.51 -1.089
C 1.77 0.75 -0.28 -0.158
O 0.49 0.77 0.38 -0.133
C 0.13 -0.33 1.00 -0.500
C -1.36 -0.27 1.18 -0.356
C -1.73 -0.91 -0.18 -0.380
C -2.04 0.14 -1.24 -1.105
H 2.63 -0.95 0.74 0.354
H 3.05 0.61 1.46 0.295
H 3.81 0.12 -0.07 0.384
H 1.61 0.23 -1.23 0.261
H 1.99 1.79 -0.50 0.278
H -0.86 -1.51 -0.48 0.276
H -1.79 0.74 1.27 0.310
H -1.69 -0.89 2.02 0.295
H -2.55 -1.63 -0.07 0.369
H -2.05 -0.29 -2.25 0.326
H -3.01 0.61 -1.05 0.330
H -1.28 0.93 -1.22 0.244
```

**HOMO level**: -0.300 Ha
**LUMO energy**: 1.077 eV
**Strongest force on any atom**: 0.49 eV/A

---

# 4
The following is a DFT calculation (the ωB97M-V functional and the def2-TZVPD basis) of one molecule with the formula C6H12O.

```
19
Properties=species:S:1:pos:R:3:mulliken_charge:R:1
C -1.93 -1.20 0.62 -1.195
C -1.30 -0.58 -0.62 -0.574
C -0.12 0.33 -0.24 0.430
C 1.23 -0.37 -0.10 -0.433
C 2.12 0.49 0.78 -1.139
C -0.05 1.59 -1.09 -0.262
O 0.94 2.24 -1.31 -0.479
H -2.77 -1.86 0.39 0.374
H -1.19 -1.79 1.18 0.279
H -2.29 -0.41 1.29 0.325
H -0.97 -1.37 -1.31 0.291
H -2.07 -0.02 -1.17 0.346
H -0.31 0.76 0.77 0.132
H 1.70 -0.54 -1.07 0.310
H 1.07 -1.36 0.35 0.348
H 2.99 -0.05 1.17 0.348
H 1.52 0.88 1.61 0.329
H 2.47 1.35 0.21 0.279
H -1.04 1.93 -1.47 0.293
```

**HOMO level**: -0.355 Ha
**Structure (SMILES)**: CCC(C=O)CC
**LUMO energy**: 1.004 eV
**Strongest force on any atom**: 0.57 eV/A

---

# 5
The following is a DFT calculation (the ωB97M-V functional and the def2-TZVPD basis) of C6H12O as an isolated structure.

```
19
Properties=species:S:1:pos:R:3:mulliken_charge:R:1
C -2.47 -0.85 0.36 -1.267
C -1.13 -1.01 -0.35 -0.240
C -0.04 -0.17 0.29 -0.208
C 1.27 -0.03 -0.42 -0.642
C 2.43 0.70 0.23 -1.073
C -0.34 1.64 -0.48 0.054
O -0.26 2.70 0.02 -0.400
H -3.25 -1.42 -0.15 0.365
H -2.42 -1.21 1.40 0.323
H -2.77 0.20 0.38 0.299
H -0.85 -2.07 -0.37 0.340
H -1.23 -0.69 -1.40 0.306
H -0.12 0.12 1.34 0.489
H 1.47 -0.72 -1.24 0.492
H 0.93 -1.00 0.48 0.125
H 3.24 0.82 -0.49 0.357
H 2.83 0.17 1.10 0.298
H 2.11 1.70 0.56 0.268
H 0.59 1.14 -1.27 0.116
```

**HOMO level**: -0.298 Ha
**LUMO energy**: 1.002 eV
**Strongest force on any atom**: 0.90 eV/A

---

# 6
The following is a DFT calculation (the ωB97M-V functional and the def2-TZVPD basis) of a 2-piece molecular cluster, C6H12O overall at a distorted geometry.

```
19
Properties=species:S:1:pos:R:3:mulliken_charge:R:1
C 1.92 1.46 0.37 -0.126
C 2.88 2.36 0.21 -0.662
C 1.89 0.41 1.43 -0.492
C 1.36 -0.93 1.03 -0.303
C 0.16 -1.45 1.42 -0.321
C -1.07 -1.46 0.51 -0.815
H 0.89 1.72 0.09 0.180
H 3.79 2.03 0.71 0.275
H 2.69 3.38 -0.08 0.278
H 1.44 0.74 2.37 0.301
H 2.93 0.28 1.80 0.299
H 1.89 -1.42 0.21 0.324
H -0.03 -1.25 2.47 0.257
H -1.11 -2.32 -0.16 0.284
H -1.09 -0.51 -0.01 0.225
H -1.93 -1.47 1.17 0.298
H -4.63 0.16 -3.51 0.314
H -4.80 -1.06 -4.22 0.317
O -5.37 -0.39 -3.79 -0.631
```

**HOMO level**: -0.300 Ha
**Structure (SMILES)**: C=CC/C=C/C.O
**LUMO energy**: 0.555 eV
**Strongest force on any atom**: 4.00 eV/A

---

# 7
The following is a DFT calculation (the ωB97M-V functional and the def2-TZVPD basis) of one molecule with the formula C6H12O.

```
19
Properties=species:S:1:pos:R:3:mulliken_charge:R:1
C -0.32 1.55 0.95 -1.648
C 0.48 0.68 -0.02 0.580
C 1.42 -0.30 0.72 -0.773
C 1.29 -1.58 -0.10 -0.447
O -0.04 -1.59 -0.56 -0.424
C -0.38 -0.26 -0.94 0.302
C -1.88 -0.15 -0.87 -1.537
H 0.36 2.19 1.52 0.413
H -1.02 2.22 0.43 0.370
H -0.90 0.96 1.67 0.358
H 1.07 1.35 -0.66 0.302
H 1.06 -0.49 1.74 0.267
H 2.46 0.04 0.79 0.332
H 1.46 -2.49 0.49 0.341
H 2.00 -1.58 -0.94 0.269
H -0.08 -0.12 -2.00 0.220
H -2.21 -0.40 0.14 0.346
H -2.24 0.85 -1.13 0.351
H -2.33 -0.86 -1.57 0.377
```

**HOMO level**: -0.353 Ha
**Structure (SMILES)**: C[C@@H]1OCC[C@@H]1C
**LUMO energy**: 1.136 eV
**Strongest force on any atom**: 0.42 eV/A

---

# 8
The following is a DFT calculation (the ωB97M-V functional and the def2-TZVPD basis) of one molecule with the formula C6H12O.

```
19
Properties=species:S:1:pos:R:3:mulliken_charge:R:1
C 0.17 -1.15 -2.33 -0.784
O 0.31 -0.04 -1.49 -0.387
C -0.54 -0.05 -0.38 -0.057
C -0.35 -1.08 0.75 -0.805
C -0.64 0.07 1.75 -0.621
C -0.31 1.09 0.63 0.245
C 1.12 1.59 0.67 -1.394
H -0.84 -1.58 -2.28 0.336
H 0.89 -1.94 -2.08 0.268
H 0.36 -0.83 -3.36 0.256
H -1.59 -0.06 -0.72 0.414
H -1.01 -1.95 0.77 0.336
H 0.69 -1.41 0.81 0.280
H -0.03 0.12 2.65 0.315
H -1.70 0.10 2.04 0.258
H -1.00 1.94 0.53 0.342
H 1.25 2.30 1.50 0.391
H 1.83 0.77 0.81 0.301
H 1.39 2.10 -0.26 0.306
```

**HOMO level**: -0.348 Ha
**Structure (SMILES)**: CO[C@H]1CC[C@H]1C
**LUMO energy**: 1.126 eV
**Strongest force on any atom**: 0.30 eV/A

---

# 9
The following is a DFT calculation (the ωB97M-V functional and the def2-TZVPD basis) of one molecule with the formula C6H12O.

```
19
Properties=species:S:1:pos:R:3:mulliken_charge:R:1
C -0.58 1.59 1.76 -1.146
C -1.28 0.79 0.67 -0.527
C -0.55 -0.49 0.30 -0.076
C -0.79 -1.20 -1.00 -1.076
C 0.61 -0.83 -0.64 0.985
C 1.56 -0.01 -1.52 -1.343
O 1.30 -1.95 -0.13 -0.598
H -1.16 2.47 2.06 0.365
H 0.41 1.93 1.42 0.258
H -0.42 0.97 2.66 0.305
H -1.46 1.42 -0.21 0.322
H -2.28 0.49 1.03 0.275
H -0.49 -1.16 1.16 0.367
H -1.32 -0.63 -1.76 0.259
H -1.02 -2.26 -1.00 0.279
H 1.26 -0.03 -2.58 0.296
H 2.51 -0.55 -1.48 0.392
H 1.76 1.03 -1.22 0.303
H 1.93 -1.58 0.50 0.359
```

**HOMO level**: -0.349 Ha
**Structure (SMILES)**: CC[C@H]1C[C@]1(C)O
**LUMO energy**: 1.001 eV
**Strongest force on any atom**: 0.38 eV/A

---

# 10
The following is a DFT calculation (the ωB97M-V functional and the def2-TZVPD basis) of a 2-piece molecular cluster, C6H12O overall.

```
19
Properties=species:S:1:pos:R:3:mulliken_charge:R:1
C -2.47 0.60 0.11 -1.297
C -1.07 0.76 -0.47 0.092
C -0.52 -0.55 -1.03 -0.448
C 1.49 -0.85 1.59 -0.438
C 2.57 -0.64 0.56 -0.363
C 1.76 0.38 1.31 -0.298
O 0.67 -0.36 -1.76 -0.466
H -3.16 0.19 -0.64 0.318
H -2.47 -0.08 0.97 0.310
H -2.87 1.56 0.44 0.354
H -0.39 1.15 0.29 -0.099
H -1.09 1.50 -1.28 0.386
H -1.28 -1.04 -1.65 0.391
H -0.27 -1.23 -0.21 0.178
H 0.97 -1.56 2.21 0.370
H 2.36 -0.84 -0.49 0.087
H 3.61 -0.80 0.86 0.217
H 1.64 1.43 1.54 0.418
H 0.54 0.39 -2.35 0.288
```

**HOMO level**: -0.336 Ha
**Structure (SMILES)**: C1=CC1.CCCO
**LUMO energy**: 1.058 eV
**Strongest force on any atom**: 0.39 eV/A

---

# 11
The following is a DFT calculation (the ωB97M-V functional and the def2-TZVPD basis) of one molecule with the formula C6H12O at a distorted geometry.

```
19
Properties=species:S:1:pos:R:3:mulliken_charge:R:1
O 2.49 -1.11 -0.22 -0.465
C 1.68 -1.32 -1.09 -0.063
C 0.44 -0.41 -1.29 -0.676
C 0.34 0.81 -0.43 -0.512
C -0.17 0.41 1.00 -0.705
C -1.63 0.07 1.17 -0.388
C -2.60 1.27 0.76 -1.095
H 1.94 -2.10 -1.83 0.393
H 0.66 -0.22 -2.41 0.309
H -0.46 -1.01 -1.41 0.351
H -0.37 1.49 -0.85 0.376
H 1.34 1.23 -0.25 0.318
H -0.03 1.28 1.67 0.334
H 0.45 -0.44 1.38 0.345
H -1.87 -0.03 2.27 0.306
H -2.09 -0.80 0.71 0.300
H -3.62 1.26 1.21 0.349
H -2.08 2.20 0.99 0.314
H -2.73 1.19 -0.38 0.211
```

**HOMO level**: -0.358 Ha
**Structure (SMILES)**: CCCCCC=O
**LUMO energy**: 1.008 eV
**Strongest force on any atom**: 3.79 eV/A

---

# 12
The following is a DFT calculation (the ωB97M-V functional and the def2-TZVPD basis) of a 2-piece molecular cluster, C6H12O overall at a distorted geometry.

```
19
Properties=species:S:1:pos:R:3:mulliken_charge:R:1
C 0.00 -0.22 2.89 -1.210
C -0.67 0.28 1.63 0.664
C -0.24 -0.14 0.44 -0.128
C 0.42 -1.51 0.27 -1.200
C -1.73 2.57 1.09 -0.752
C -1.57 1.45 1.77 -0.332
H 0.26 -1.27 3.02 0.350
H -0.67 -0.03 3.74 0.355
H 0.96 0.30 3.00 0.253
H -0.53 0.47 -0.41 0.275
H 1.49 -1.54 0.46 0.294
H 0.27 -1.86 -0.75 0.337
H 0.02 -2.25 0.96 0.332
H -1.24 2.72 0.15 0.271
H -2.56 3.20 1.40 0.261
H -2.21 1.19 2.63 0.230
H 2.05 -1.66 -5.61 0.317
H 3.45 -1.20 -6.09 0.325
O 2.62 -1.66 -6.37 -0.642
```

**HOMO level**: -0.318 Ha
**Structure (SMILES)**: C=C/C(C)=C/C.O
**LUMO energy**: 0.678 eV
**Strongest force on any atom**: 2.26 eV/A

---

Q: The highest strongest force on any atom belongs to which entry?
A: number 6

---

Q: What is the strongest force on any atom in the ninth record?
A: 0.38 eV/A

---

Q: Which of these has the lowest LUMO energy?
A: number 6